Record 1
This record from OMol25 describes a molecular structure, C30H36BrMoN3O7S3Sb at a distorted geometry. The level of theory is the ωB97M-V functional and the def2-TZVPD basis.

ORCA input file:
```
! wB97M-V def2-TZVPD RIJCOSX def2/J DEFGRID3
* xyz -2 2
Mo -0.24 -0.16 -0.20
O 2.10 0.50 0.43
C 2.71 1.75 0.70
C 2.27 2.67 -0.40
N 0.83 2.60 -0.52
C 0.31 3.00 -1.82
C 0.02 1.84 -2.74
O 0.15 2.00 -3.95
O -0.43 0.76 -2.19
C 0.13 3.26 0.56
C -1.31 2.78 0.57
O -2.19 3.52 1.01
O -1.50 1.60 0.08
H 2.38 -0.13 1.12
H 3.80 1.65 0.68
H 2.44 2.11 1.69
H 2.70 2.34 -1.35
H 2.63 3.69 -0.21
H 0.98 3.70 -2.33
H -0.64 3.51 -1.68
H 0.14 4.35 0.48
H 0.58 2.99 1.52
S 1.55 -4.06 4.10
Sb 1.15 -2.02 3.18
S 2.87 -0.48 3.30
S 0.24 -2.28 0.97
C -5.48 -0.21 3.59
C -4.08 -0.13 3.04
C -3.06 0.44 3.79
C -1.77 0.55 3.27
C -0.69 1.31 4.00
C -1.55 0.00 2.04
C -2.55 -0.55 1.20
C -3.83 -0.62 1.76
N -2.12 -0.90 -0.06
C -2.94 -1.54 -1.08
C -3.56 -2.86 -0.56
C -4.39 -3.53 -1.66
C -5.50 -2.56 -2.12
C -4.87 -1.28 -2.69
C -3.95 -1.64 -3.87
C -2.85 -2.59 -3.38
C -3.49 -3.88 -2.85
C -2.05 -1.91 -2.27
C -4.04 -0.59 -1.59
H -5.53 0.20 4.61
H -5.85 -1.24 3.63
H -6.18 0.37 2.97
H -3.27 0.84 4.78
H -0.77 1.17 5.08
H -0.79 2.38 3.79
H 0.31 1.00 3.69
H -0.51 0.11 1.67
H -4.67 -1.00 1.19
H -4.18 -2.68 0.32
H -2.74 -3.51 -0.24
H -4.85 -4.44 -1.26
H -6.15 -2.31 -1.28
H -6.12 -3.05 -2.88
H -5.65 -0.60 -3.03
H -3.50 -0.73 -4.28
H -4.53 -2.11 -4.67
H -2.18 -2.83 -4.21
H -2.72 -4.58 -2.53
H -4.08 -4.37 -3.63
H -1.57 -1.01 -2.66
H -1.25 -2.57 -1.92
H -4.69 -0.27 -0.78
H -3.55 0.30 -1.98
Br 5.02 -4.04 -5.48
C 3.65 -2.88 -4.86
C 2.86 -2.21 -5.79
N 1.88 -1.40 -5.43
C 1.64 -1.23 -4.12
C 2.40 -1.86 -3.13
C 3.43 -2.70 -3.51
C 2.17 -1.64 -1.64
O 2.98 -2.02 -0.84
O 1.01 -1.06 -1.45
H 3.04 -2.34 -6.85
H 0.83 -0.57 -3.84
H 4.02 -3.19 -2.75
*
```

Properties
- E_LUMO (alpha / beta) (eV) = 2.6 / 2.7
- frontier orbital gap (alpha / beta) (Ha) = 0.141 / 0.151
- ⟨S²⟩ = 0.980
- molar mass (g mol⁻¹) = 944.4
- highest occupied orbital energy (alpha / beta) (eV) = -1.3 / -1.4
- F_max (eV/A) = 2.2

***

Record 2
This record from OMol25 describes a single C5H9NS molecule at a distorted geometry. The level of theory is the ωB97M-V functional and the def2-TZVPD basis.

ORCA input file:
```
! wB97M-V def2-TZVPD RIJCOSX def2/J DEFGRID3
* xyz 0 1
C 0.85 -1.90 -1.55
C -0.05 -0.91 -0.95
N -1.23 -0.54 -1.44
S -2.00 0.64 -0.48
C -0.35 1.05 0.32
C -0.53 1.81 1.59
C 0.34 -0.30 0.35
H 1.84 -1.48 -1.69
H 0.32 -2.46 -2.42
H 0.94 -2.69 -0.78
H 0.17 1.75 -0.39
H 0.42 2.05 2.10
H -1.00 2.76 1.35
H -1.12 1.32 2.39
H 0.00 -0.94 1.21
H 1.40 -0.16 0.40
*
```

Properties
- SMILES = CC1=NS[C@@H](C)C1
- E_LUMO (eV) = 1.0
- frontier orbital gap (Ha) = 0.336
- molar mass (g mol⁻¹) = 115.2
- highest occupied orbital energy (eV) = -8.2
- F_max (eV/A) = 3.7

***

Record 3
This record from OMol25 describes a molecular structure, C28H16Br2Cl5NOPSe2Ti. The level of theory is the ωB97M-V functional and the def2-TZVPD basis.

ORCA input file:
```
! wB97M-V def2-TZVPD RIJCOSX def2/J DEFGRID3
* xyz -1 3
Ti 0.80 -0.93 -0.52
C -0.60 -2.52 -3.14
C -1.10 -3.02 -1.82
C -2.11 -3.98 -1.72
C -2.58 -4.42 -0.50
C -1.98 -3.89 0.67
C -2.31 -4.25 1.99
Br -3.70 -5.51 2.32
C -1.66 -3.72 3.08
C -0.63 -2.79 2.89
Br 0.26 -2.09 4.39
C -0.25 -2.39 1.61
O 0.69 -1.52 1.36
C -0.94 -2.95 0.50
N -0.53 -2.48 -0.72
H -1.08 -3.04 -3.97
H 0.48 -2.67 -3.22
H -0.79 -1.45 -3.25
H -2.52 -4.37 -2.63
H -3.37 -5.15 -0.43
H -1.93 -4.01 4.08
Cl 2.87 0.83 -0.23
C 3.64 -0.65 -0.79
C 2.80 -1.70 -1.14
C 3.43 -2.86 -1.54
Cl 2.43 -4.23 -1.94
C 4.81 -2.98 -1.63
Cl 5.56 -4.44 -2.16
C 5.61 -1.89 -1.28
Cl 7.33 -2.01 -1.37
C 5.03 -0.70 -0.84
Cl 6.01 0.64 -0.38
Se 1.25 3.81 -2.19
P -0.18 2.86 -0.95
Se -0.87 0.84 -1.54
C 0.40 2.74 0.78
C 1.35 3.66 1.23
C 1.83 3.59 2.52
C 1.38 2.59 3.38
C 0.44 1.67 2.94
C -0.05 1.75 1.65
C -1.75 3.79 -0.84
C -2.75 3.36 0.03
C -3.94 4.05 0.12
C -4.15 5.18 -0.67
C -3.16 5.61 -1.54
C -1.96 4.92 -1.62
H 1.72 4.41 0.54
H 2.57 4.30 2.86
H 1.78 2.52 4.39
H 0.10 0.87 3.58
H -0.77 1.01 1.31
H -2.59 2.47 0.63
H -4.72 3.71 0.79
H -5.09 5.72 -0.61
H -3.32 6.48 -2.16
H -1.17 5.25 -2.29
*
```

Properties
- E_LUMO (alpha / beta) (eV) = 2.2 / 2.1
- frontier orbital gap (alpha / beta) (Ha) = 0.206 / 0.272
- ⟨S²⟩ = 2.038
- molar mass (g mol⁻¹) = 956.3
- highest occupied orbital energy (alpha / beta) (eV) = -3.4 / -5.3
- F_max (eV/A) = 0.9

***

Record 4
This record from OMol25 describes 11 unconnected molecules or ions with the total composition C33H88O33S11 at a distorted geometry. The level of theory is the ωB97M-V functional and the def2-TZVPD basis.

ORCA input file:
```
! wB97M-V def2-TZVPD RIJCOSX def2/J DEFGRID3
* xyz 0 1
C 2.66 -0.62 -1.33
C 2.29 0.79 -0.78
O 0.88 1.00 -0.70
S 0.21 1.76 0.60
C -1.55 1.20 0.53
O 0.80 1.33 1.84
O 0.28 3.19 0.22
H 1.97 -1.42 -1.04
H 3.58 -1.11 -1.01
H 2.63 -0.50 -2.41
H 2.73 0.76 0.22
H 2.72 1.69 -1.22
H -1.44 0.15 0.27
H -2.22 1.65 -0.20
H -1.95 1.11 1.54
C 5.45 -3.81 0.05
C 4.94 -4.80 1.10
O 5.77 -4.74 2.28
S 5.17 -5.46 3.66
C 6.82 -5.81 4.46
O 4.51 -4.48 4.47
O 4.50 -6.69 3.30
H 6.41 -4.17 -0.32
H 5.57 -2.82 0.49
H 4.78 -3.59 -0.78
H 3.87 -4.68 1.23
H 5.00 -5.83 0.77
H 6.56 -6.22 5.44
H 7.49 -4.95 4.55
H 7.23 -6.67 3.93
C 0.38 5.80 3.07
C -0.14 5.60 4.52
O 0.45 4.32 4.83
S -0.46 3.10 5.48
C -1.19 2.53 3.93
O 0.47 2.09 6.01
O -1.64 3.59 6.22
H 1.47 5.73 3.14
H 0.24 6.81 2.66
H 0.16 4.94 2.44
H 0.35 6.30 5.19
H -1.21 5.68 4.66
H -1.33 1.45 3.87
H -0.53 2.84 3.12
H -2.11 3.11 3.84
C 0.26 -5.69 3.22
C 0.97 -4.40 2.78
O 0.38 -3.38 3.54
S 0.57 -1.80 2.91
C 2.33 -1.62 3.36
O 0.33 -1.82 1.45
O -0.21 -0.91 3.78
H 0.36 -6.48 2.47
H -0.79 -5.49 3.44
H 0.69 -6.06 4.15
H 2.01 -4.32 3.10
H 0.92 -4.38 1.69
H 3.00 -2.22 2.74
H 2.36 -2.00 4.38
H 2.51 -0.55 3.27
C -3.24 -4.35 -4.16
C -3.06 -3.54 -2.83
O -2.96 -2.16 -3.09
S -4.15 -1.16 -2.52
C -5.06 -0.90 -4.06
O -5.13 -1.84 -1.69
O -3.63 0.19 -2.17
H -3.57 -5.32 -3.80
H -2.31 -4.40 -4.72
H -4.01 -4.06 -4.88
H -3.78 -3.85 -2.07
H -2.09 -3.81 -2.40
H -5.53 -1.80 -4.45
H -4.46 -0.34 -4.77
H -5.81 -0.17 -3.77
C -4.02 -2.19 2.39
C -5.47 -2.05 2.45
O -5.88 -1.52 3.79
S -7.56 -1.63 4.18
C -8.28 -0.75 2.81
O -7.84 -3.08 3.98
O -8.04 -0.86 5.34
H -3.59 -1.35 1.84
H -3.78 -3.02 1.73
H -3.42 -2.18 3.29
H -5.77 -1.38 1.64
H -6.12 -2.87 2.16
H -9.23 -0.30 3.09
H -8.30 -1.26 1.85
H -7.50 0.01 2.72
C 6.56 1.95 3.83
C 5.85 2.40 2.59
O 6.27 1.85 1.27
S 6.11 0.18 0.94
C 7.80 -0.41 1.39
O 5.17 -0.43 1.83
O 6.06 -0.03 -0.51
H 6.43 2.81 4.48
H 7.59 1.63 3.70
H 6.20 1.05 4.34
H 4.77 2.33 2.70
H 6.16 3.43 2.44
H 8.52 0.32 1.04
H 7.99 -1.35 0.87
H 7.91 -0.57 2.47
C -5.59 2.13 5.77
C -6.27 2.81 4.52
O -5.13 3.13 3.80
S -5.02 2.42 2.25
C -6.51 3.26 1.50
O -3.79 2.91 1.61
O -5.31 1.02 2.29
H -5.02 1.26 5.44
H -6.19 1.97 6.66
H -4.83 2.78 6.18
H -6.88 2.19 3.86
H -6.90 3.63 4.85
H -7.38 2.69 1.83
H -6.53 3.06 0.43
H -6.45 4.33 1.69
C 0.64 -0.72 -4.49
C 0.48 -1.26 -5.92
O -0.18 -2.49 -5.92
S -1.40 -2.82 -7.04
C -0.40 -2.76 -8.53
O -1.87 -4.21 -6.94
O -2.38 -1.68 -7.13
H 1.54 -0.09 -4.52
H 0.97 -1.51 -3.82
H -0.29 -0.27 -4.15
H -0.08 -0.53 -6.51
H 1.46 -1.52 -6.32
H -0.76 -3.25 -9.43
H 0.50 -3.37 -8.54
H -0.18 -1.69 -8.64
C -2.90 4.43 -1.98
C -4.12 3.72 -2.44
O -4.11 3.36 -3.69
S -5.56 2.89 -4.31
C -6.05 4.59 -4.78
O -5.35 2.13 -5.57
O -6.37 2.38 -3.16
H -2.09 3.75 -1.69
H -3.17 4.97 -1.07
H -2.52 5.12 -2.73
H -4.31 2.89 -1.76
H -4.84 4.48 -2.12
H -5.16 5.09 -5.16
H -6.34 5.13 -3.88
H -6.78 4.51 -5.58
C 8.39 2.75 -6.40
C 7.72 2.43 -5.11
O 6.37 2.01 -5.29
S 5.50 1.84 -3.85
C 6.27 0.23 -3.39
O 5.97 2.90 -2.92
O 4.08 1.58 -4.01
H 7.84 3.45 -7.02
H 8.42 1.88 -7.06
H 9.42 3.10 -6.31
H 8.32 1.63 -4.66
H 7.86 3.32 -4.51
H 7.23 0.38 -2.89
H 6.45 -0.30 -4.33
H 5.49 -0.25 -2.81
*
```

Properties
- SMILES = CCOS(C)(=O)=O.CCOS(C)(=O)=O.CCOS(C)(=O)=O.CCOS(C)(=O)=O.CCOS(C)(=O)=O.CCOS(C)(=O)=O.CCOS(C)(=O)=O.CCOS(C)(=O)=O.CCOS(C)(=O)=O.CCOS(C)(=O)=O.CCOS(C)(=O)=O
- E_LUMO (eV) = 0.0
- frontier orbital gap (Ha) = 0.376
- molar mass (g mol⁻¹) = 1365.8
- highest occupied orbital energy (eV) = -10.2
- F_max (eV/A) = 6.5

***

Record 5
This record from OMol25 describes a single C5H6O2 molecule at a distorted geometry. The level of theory is the ωB97M-V functional and the def2-TZVPD basis.

ORCA input file:
```
! wB97M-V def2-TZVPD RIJCOSX def2/J DEFGRID3
* xyz 0 1
C 2.29 -0.57 -0.95
C 1.16 -0.25 -0.40
C 0.00 0.12 0.07
C -0.14 1.49 0.56
O -1.16 1.89 1.09
C -1.14 -0.84 0.32
O -2.36 -0.34 -0.15
H 2.10 -0.34 -2.11
H 3.18 -0.98 -0.42
H 0.73 2.16 0.44
H -1.18 -1.04 1.41
H -0.96 -1.80 -0.18
H -2.50 0.49 0.32
*
```

Properties
- SMILES = C=C=C(C=O)CO
- E_LUMO (eV) = 0.3
- frontier orbital gap (Ha) = 0.375
- molar mass (g mol⁻¹) = 98.1
- highest occupied orbital energy (eV) = -9.9
- F_max (eV/A) = 3.0

***

Record 6
This record from OMol25 describes a molecular structure, C31H57AsBrGeN4S3Si2Ti at a distorted geometry. The level of theory is the ωB97M-V functional and the def2-TZVPD basis.

ORCA input file:
```
! wB97M-V def2-TZVPD RIJCOSX def2/J DEFGRID3
* xyz 2 2
Ti 0.07 1.37 -0.81
S 2.09 2.74 -0.56
C -0.98 2.85 0.16
N -1.10 1.66 0.73
C -2.21 1.52 1.54
C -2.68 0.36 2.16
C -3.86 0.43 2.87
C -4.57 1.63 2.97
C -4.13 2.78 2.35
C -2.95 2.71 1.64
S -2.20 3.96 0.65
H -2.16 -0.58 2.01
H -4.25 -0.46 3.33
H -5.50 1.65 3.52
H -4.70 3.70 2.39
C 2.89 2.84 3.15
Si 3.78 1.43 2.20
C 4.03 -0.17 3.24
C 5.30 2.02 1.21
As 2.21 0.78 0.34
Si 3.61 -0.54 -1.25
C 4.71 -1.69 -0.19
C 2.25 -1.55 -2.14
C 4.57 0.71 -2.34
H 3.57 3.30 3.86
H 2.02 2.49 3.71
H 2.57 3.62 2.46
H 4.58 0.04 4.15
H 4.59 -0.91 2.68
H 3.07 -0.60 3.51
H 5.99 2.57 1.85
H 4.99 2.68 0.41
H 5.86 1.19 0.77
H 4.11 -2.24 0.53
H 5.48 -1.14 0.36
H 5.22 -2.42 -0.81
H 1.63 -2.07 -1.41
H 2.67 -2.30 -2.80
H 1.60 -0.92 -2.75
H 5.64 0.66 -2.14
H 4.27 1.74 -2.15
H 4.44 0.51 -3.39
C -5.84 -2.54 -1.08
C -4.55 -1.81 -0.74
C -4.22 -0.74 -1.78
C -3.03 0.13 -1.40
Ge -1.18 -0.71 -1.56
C -1.10 -1.64 -3.36
C -0.99 -0.78 -4.61
C -2.31 -0.11 -5.01
C -3.30 -1.11 -5.61
H -6.06 -3.30 -0.34
H -5.76 -3.02 -2.05
H -6.68 -1.85 -1.12
H -3.73 -2.53 -0.69
H -4.64 -1.34 0.24
H -5.10 -0.10 -1.90
H -4.05 -1.23 -2.74
H -3.18 0.46 -0.37
H -3.04 1.03 -2.02
H -1.32 -1.96 -0.67
H -2.01 -2.24 -3.39
H -0.28 -2.35 -3.34
H -0.66 -1.40 -5.44
H -0.22 -0.01 -4.47
H -2.11 0.67 -5.74
H -2.76 0.36 -4.13
H -2.90 -1.52 -6.53
H -4.24 -0.62 -5.82
H -3.49 -1.93 -4.93
C 0.08 0.88 5.57
C -0.08 0.22 4.22
N 0.45 -1.13 4.25
C 0.70 -1.87 3.17
S 0.52 -1.23 1.59
N 1.12 -3.13 3.28
C 1.39 -3.85 4.52
C 2.74 -3.45 5.12
H -0.36 1.87 5.55
H 1.12 0.96 5.86
H -0.45 0.31 6.34
H 0.46 0.77 3.44
H -1.14 0.19 3.94
H 0.51 -1.56 5.16
H 1.31 -3.60 2.41
H 1.40 -4.91 4.28
H 0.58 -3.67 5.23
H 3.54 -3.68 4.43
H 2.90 -4.02 6.03
H 2.77 -2.40 5.36
Br 2.79 1.99 -5.93
C 1.27 2.36 -4.87
C 0.19 3.10 -5.36
C -0.89 3.31 -4.53
C -0.87 2.79 -3.24
N 0.16 2.09 -2.76
C 1.21 1.88 -3.57
H 0.21 3.50 -6.36
H -1.74 3.87 -4.88
H -1.71 2.97 -2.56
H 2.04 1.31 -3.16
*
```

Properties
- E_LUMO (alpha / beta) (eV) = -5.9 / -8.4
- frontier orbital gap (alpha / beta) (Ha) = 0.266 / 0.171
- ⟨S²⟩ = 0.766
- molar mass (g mol⁻¹) = 913.5
- highest occupied orbital energy (alpha / beta) (eV) = -13.1 / -13.1
- F_max (eV/A) = 2.1

***

Record 7
This record from OMol25 describes a molecular structure, C3H6INS at a distorted geometry. The level of theory is the ωB97M-V functional and the def2-TZVPD basis.

ORCA input file:
```
! wB97M-V def2-TZVPD RIJCOSX def2/J DEFGRID3
* xyz 0 3
C -0.81 1.11 -0.34
C -0.10 -0.10 0.02
C 0.71 -0.84 -0.95
N -0.25 -0.59 1.24
S 0.82 1.97 -0.22
I -0.94 0.19 2.96
H -1.37 1.12 -1.33
H -1.39 1.36 0.57
H 1.59 -1.44 -0.48
H 1.13 -0.11 -1.52
H 0.10 -1.49 -1.45
H 0.50 -1.19 1.51
*
```

Properties
- E_LUMO (alpha / beta) (eV) = 0.4 / -2.9
- frontier orbital gap (alpha / beta) (Ha) = 0.218 / 0.209
- ⟨S²⟩ = 2.015
- molar mass (g mol⁻¹) = 215.1
- highest occupied orbital energy (alpha / beta) (eV) = -5.6 / -8.6
- F_max (eV/A) = 5.8

***

Record 8
This record from OMol25 describes a molecular structure, C14H16ClNNiO10S3Si. The level of theory is the ωB97M-V functional and the def2-TZVPD basis.

ORCA input file:
```
! wB97M-V def2-TZVPD RIJCOSX def2/J DEFGRID3
* xyz -2 3
Ni 1.59 -0.81 -1.49
C -0.32 5.41 0.87
Si -0.20 3.62 1.43
C 1.33 3.47 2.49
C -1.68 3.27 2.52
C -0.33 2.53 -0.08
C -1.42 2.77 -0.90
C -1.70 1.99 -2.02
C -0.82 0.96 -2.29
N 0.25 0.73 -1.55
C 0.51 1.44 -0.43
S 1.87 0.84 0.45
H -0.30 6.09 1.72
H -1.23 5.59 0.30
H 0.52 5.66 0.22
H 1.26 4.21 3.29
H 2.24 3.67 1.91
H 1.43 2.48 2.91
H -1.70 3.93 3.39
H -1.66 2.24 2.88
H -2.62 3.40 1.98
H -2.11 3.58 -0.65
H -2.57 2.15 -2.63
H -0.98 0.28 -3.12
O -1.70 -3.72 -2.47
S -1.27 -2.70 -1.54
O -2.26 -1.68 -1.25
O 0.03 -2.12 -1.92
C -1.03 -3.58 0.00
C -2.03 -4.49 0.33
C -1.96 -5.27 1.46
C -0.86 -5.15 2.30
C 0.13 -4.24 2.01
C 0.06 -3.43 0.87
S 2.70 -2.89 0.51
O 2.70 -4.35 0.40
O 0.99 -2.48 0.65
O 2.90 -2.21 -0.80
H -2.87 -4.58 -0.35
H -2.75 -5.98 1.68
H -0.78 -5.77 3.19
H 0.99 -4.13 2.66
O 2.59 0.73 -4.82
Cl 3.15 -0.14 -3.82
O 4.50 -0.48 -4.15
O 3.10 0.51 -2.49
O 2.32 -1.34 -3.66
*
```

Properties
- E_LUMO (alpha / beta) (eV) = 4.4 / 4.4
- frontier orbital gap (alpha / beta) (Ha) = 0.248 / 0.246
- ⟨S²⟩ = 2.005
- molar mass (g mol⁻¹) = 576.7
- highest occupied orbital energy (alpha / beta) (eV) = -2.3 / -2.3
- F_max (eV/A) = 0.9

***

Question: Which of these has the highest F_max?
Answer: C33H88O33S11

***

Question: The highest molar mass belongs to which entry?
Answer: C33H88O33S11

***

Question: What is the formula in the second record?
Answer: C5H9NS